(1)
C54H120As2F12N6 | wB97M-V/def2-TZVPD

Structure (XYZ):
```
194
Properties=species:S:1:pos:R:3
C -2.17 1.48 -9.16
C -2.52 -0.03 -9.21
C -2.26 -0.76 -7.90
C -0.79 -1.02 -7.57
N -0.55 -1.56 -6.10
C 0.90 -2.04 -5.87
C 1.27 -2.05 -4.31
C 0.44 -0.79 -3.83
C -0.67 -0.51 -4.93
C -1.54 -2.72 -5.75
H -2.46 1.87 -10.13
H -1.13 1.81 -9.04
H -2.64 2.10 -8.39
H -2.02 -0.53 -10.04
H -3.58 -0.14 -9.44
H -2.82 -1.69 -7.94
H -2.73 -0.25 -7.06
H -0.25 -0.08 -7.67
H -0.27 -1.72 -8.22
H 1.19 -2.93 -6.43
H 1.35 -1.17 -6.36
H 0.80 -2.89 -3.81
H 2.29 -2.02 -3.92
H 0.00 -0.81 -2.83
H 1.14 0.04 -3.91
H -1.69 -0.62 -4.55
H -0.45 0.49 -5.32
H -1.35 -3.55 -6.43
H -2.57 -2.41 -5.62
H -1.25 -3.03 -4.75
C 2.73 4.72 -2.15
C 2.04 4.38 -0.87
C 0.55 4.49 -1.06
C -0.27 4.02 0.04
N -1.79 4.20 -0.17
C -2.34 3.47 -1.44
C -2.44 4.42 -2.57
C -2.52 5.82 -1.81
C -2.18 5.70 -0.36
C -2.57 3.55 1.01
H 2.51 5.69 -2.60
H 2.59 3.95 -2.91
H 3.80 4.83 -1.95
H 2.47 5.04 -0.12
H 2.32 3.39 -0.50
H 0.32 3.81 -1.88
H 0.44 5.54 -1.35
H 0.06 4.59 0.91
H -0.20 2.93 0.13
H -3.40 3.29 -1.24
H -1.82 2.54 -1.65
H -3.37 4.13 -3.05
H -1.61 4.51 -3.27
H -3.49 6.29 -1.95
H -1.90 6.54 -2.35
H -3.14 5.85 0.13
H -1.34 6.24 0.07
H -2.30 2.49 1.02
H -3.62 3.81 0.92
H -2.13 4.06 1.87
C 3.35 -3.96 -0.56
C 2.92 -3.99 0.92
C 1.67 -4.80 1.27
C 1.36 -4.74 2.78
N -0.15 -5.07 3.14
C -1.13 -3.97 2.55
C -2.08 -3.43 3.60
C -1.32 -3.77 4.90
C -0.25 -4.85 4.63
C -0.52 -6.55 2.76
H 4.39 -3.65 -0.67
H 2.67 -3.50 -1.28
H 3.42 -4.99 -0.90
H 2.65 -2.98 1.25
H 3.72 -4.28 1.61
H 1.78 -5.84 0.95
H 0.91 -4.31 0.67
H 1.49 -3.72 3.12
H 1.95 -5.43 3.38
H -1.49 -4.49 1.67
H -0.51 -3.13 2.24
H -3.08 -3.86 3.56
H -2.21 -2.37 3.41
H -2.12 -4.10 5.56
H -0.84 -2.91 5.37
H -0.46 -5.79 5.15
H 0.67 -4.45 5.04
H 0.18 -7.20 3.28
H -0.43 -6.51 1.68
H -1.50 -6.77 3.17
C -4.72 -4.04 -4.22
C -3.91 -4.40 -2.98
C -4.25 -3.51 -1.78
C -3.92 -2.02 -1.85
N -4.47 -1.14 -0.66
C -5.97 -1.00 -0.70
C -6.24 0.35 -0.10
C -5.18 1.22 -0.76
C -3.91 0.33 -0.63
C -4.09 -1.76 0.72
H -4.49 -2.99 -4.39
H -5.79 -4.07 -4.05
H -4.37 -4.57 -5.11
H -2.86 -4.49 -3.27
H -4.05 -5.42 -2.63
H -3.76 -3.93 -0.90
H -5.31 -3.50 -1.53
H -4.29 -1.53 -2.75
H -2.84 -1.98 -1.74
H -6.46 -1.91 -0.34
H -6.14 -0.91 -1.77
H -6.08 0.40 0.98
H -7.26 0.68 -0.28
H -4.93 2.07 -0.13
H -5.62 1.40 -1.73
H -3.40 0.46 0.33
H -3.22 0.46 -1.47
H -4.65 -2.70 0.75
H -4.50 -1.04 1.42
H -3.00 -1.87 0.77
C -0.83 2.55 9.17
C -0.91 3.67 8.10
C -0.65 3.10 6.71
C 0.89 2.78 6.61
N 1.32 2.33 5.21
C 2.87 2.14 5.09
C 3.21 2.35 3.60
C 2.38 3.53 3.22
C 1.13 3.49 4.13
C 0.64 0.99 4.74
H 0.07 1.99 9.42
H -1.62 1.82 8.98
H -1.16 2.98 10.11
H -0.25 4.51 8.31
H -1.87 4.17 8.05
H -0.93 3.82 5.94
H -1.30 2.23 6.61
H 1.15 1.98 7.29
H 1.46 3.67 6.86
H 3.12 1.13 5.43
H 3.33 2.88 5.76
H 2.93 1.48 3.01
H 4.28 2.53 3.49
H 2.04 3.48 2.19
H 2.84 4.52 3.31
H 0.15 3.31 3.69
H 1.07 4.44 4.66
H 1.03 0.59 3.81
H -0.45 0.99 4.68
H 0.95 0.44 5.63
C 4.76 -0.51 -4.51
C 4.34 0.13 -3.17
C 5.46 -0.09 -2.15
C 5.15 0.53 -0.75
N 6.18 0.16 0.36
C 5.79 -1.29 0.73
C 4.85 -1.22 1.95
C 5.56 -0.15 2.78
C 5.95 0.89 1.73
C 7.61 0.52 -0.04
H 5.74 -0.11 -4.76
H 3.97 -0.40 -5.26
H 5.02 -1.56 -4.44
H 3.48 -0.41 -2.78
H 4.06 1.17 -3.27
H 6.31 0.47 -2.53
H 5.81 -1.12 -2.17
H 4.13 0.33 -0.42
H 5.17 1.61 -0.88
H 6.75 -1.78 0.91
H 5.33 -1.73 -0.15
H 4.78 -2.11 2.58
H 3.82 -0.91 1.74
H 6.49 -0.48 3.23
H 4.94 0.18 3.61
H 6.78 1.44 2.18
H 5.18 1.61 1.46
H 7.76 1.57 0.21
H 7.93 0.21 -1.03
H 8.29 0.01 0.64
As -3.66 0.59 4.30
F -4.58 -0.99 4.12
F -4.90 1.34 3.17
F -2.82 2.16 4.59
F -2.32 -0.14 5.30
F -2.63 0.24 2.86
F -4.73 0.87 5.74
As 0.72 -0.11 0.36
F 1.36 -0.86 1.86
F 1.88 -1.03 -0.72
F -0.08 0.62 -1.11
F -0.42 0.79 1.39
F 2.00 1.10 0.44
F -0.55 -1.40 0.24
```

Values from the calculation:
LUMO (spin up / spin down) (Eh): -0.3502 / -0.6358
Calculated total energy (eV): -221125.3578
Multiplicity: 2
Orbital gap (spin up / spin down) (hartree): 0.367 / 0.082
Total charge: +5
Maximum force (eV Å⁻¹): 3.210
<S²>: 0.752
E_HOMO (spin up / spin down) (eV): -19.52 / -19.52

Mulliken population analysis, charges in e, atoms 1 to 8: -1.2335, -0.6275, -0.6200, -0.5578, 0.5544, -1.1240, -0.7166, 0.7546



(2)
C19H31N9O18 | wB97M-V/def2-TZVPD

Structure (XYZ):
```
77
Properties=species:S:1:pos:R:3
C 2.11 3.91 -3.52
N 1.54 4.99 -2.67
O 1.67 4.86 -1.49
O 0.83 5.88 -3.19
H 3.09 3.68 -3.15
H 2.18 4.24 -4.55
H 1.41 3.11 -3.68
C 1.97 -0.04 -2.93
N 2.49 0.19 -1.60
O 2.48 -0.71 -0.79
O 2.83 1.36 -1.39
H 2.10 0.88 -3.47
H 0.90 -0.27 -2.83
H 2.44 -0.93 -3.26
C -2.24 5.14 -4.16
N -1.34 4.66 -5.28
O -1.35 5.32 -6.29
O -0.71 3.65 -5.14
H -2.73 4.24 -3.71
H -2.93 5.88 -4.53
H -1.53 5.59 -3.44
C 6.40 1.92 -1.51
N 5.84 0.92 -2.53
O 5.10 1.37 -3.42
O 5.95 -0.26 -2.34
H 7.32 2.31 -1.95
H 6.69 1.26 -0.71
H 5.59 2.63 -1.30
C -1.63 -0.91 4.28
N -0.29 -1.02 3.51
O 0.51 -1.77 4.05
O -0.17 -0.54 2.38
H -2.11 -1.81 4.08
H -2.22 -0.10 3.85
H -1.53 -0.90 5.36
C 1.20 2.95 6.46
N 0.25 2.03 5.67
O -0.80 1.82 6.26
O 0.62 1.54 4.64
H 0.52 3.46 7.18
H 1.73 3.58 5.75
H 1.89 2.37 6.95
C -0.77 2.00 0.95
N -0.94 2.88 2.23
O 0.00 3.64 2.43
O -1.92 2.78 2.95
H -1.50 1.25 0.96
H 0.28 1.55 1.10
H -0.85 2.69 0.14
C 0.98 -4.01 1.98
C 0.74 -3.78 0.63
C -0.18 -4.48 -0.11
C -0.88 -5.47 0.55
C -0.65 -5.78 1.90
C 0.32 -5.10 2.59
N -1.84 -6.25 -0.27
O -2.27 -7.31 0.21
O -2.31 -5.78 -1.24
H 1.67 -3.49 2.59
H 1.32 -3.04 0.04
H -0.30 -4.28 -1.17
H -1.11 -6.63 2.42
H 0.42 -5.31 3.60
C -4.73 -2.95 0.34
C -4.53 -3.48 -0.96
C -3.50 -3.03 -1.74
C -2.65 -2.11 -1.20
C -2.79 -1.59 0.11
C -3.88 -1.98 0.91
N -1.62 -1.48 -2.12
O -1.51 -0.28 -1.99
O -0.98 -2.23 -2.80
H -5.56 -3.34 1.02
H -5.20 -4.20 -1.40
H -3.34 -3.33 -2.77
H -2.05 -0.95 0.60
H -3.92 -1.61 1.94
```

Values from the calculation:
LUMO (Eh): -0.0132
Calculated total energy (eV): -70445.0846
Multiplicity: 1
Orbital gap (hartree): 0.349
Maximum force (eV Å⁻¹): 4.188
SMILES string: O=[N+]([O-])c1ccccc1.O=[N+]([O-])c1ccccc1.C[N+](=O)[O-].C[N+](=O)[O-].C[N+](=O)[O-].C[N+](=O)[O-].C[N+](=O)[O-].C[N+](=O)[O-].C[N+](=O)[O-]
ΔE to the lowest compared entry with this formula, charge and spin (kJ/mol): 0.00
E_HOMO (eV): -9.87

Mulliken population analysis, charges in e, atoms 1 to 8: -0.4741, 0.9152, -0.5260, -0.6001, 0.2006, 0.3674, 0.1344, -0.4713



(3)
C29H38N4O2P2Pd | wB97M-V/def2-TZVPD

Structure (XYZ):
```
76
Properties=species:S:1:pos:R:3
Pd 0.50 1.85 -0.89
C 3.17 -2.69 3.37
C 2.67 -2.40 2.16
C 1.28 -2.01 1.72
C 0.82 -0.61 2.16
C 0.25 -0.50 3.55
C 0.34 -1.43 4.52
C 0.87 -2.84 4.47
C 2.41 -2.99 4.63
C 1.16 3.29 0.40
H 4.27 -2.67 3.52
H 3.40 -2.17 1.38
H 0.52 -2.76 1.95
H 1.34 -1.96 0.63
H 1.67 0.10 2.02
H 0.04 -0.26 1.44
H -0.33 0.42 3.74
H -0.08 -1.17 5.49
H 0.53 -3.35 3.57
H 0.43 -3.38 5.33
H 2.80 -2.34 5.44
H 2.57 -4.04 4.96
H 0.97 3.04 1.46
H 0.67 4.23 0.13
H 2.23 3.22 0.13
P -1.69 1.76 -0.50
P 0.74 -0.04 -2.31
N -2.74 1.10 0.82
N -2.78 2.98 -1.08
N 0.15 -1.77 -2.01
N 1.28 -0.57 -4.04
C -1.89 0.38 -1.69
C -0.91 0.59 -2.87
C -2.81 1.53 2.15
C -3.97 1.01 2.73
C -4.67 0.30 1.71
C -3.91 0.39 0.55
C -2.51 4.35 -1.14
C -3.55 4.97 -1.80
C -4.50 3.96 -2.16
C -4.01 2.75 -1.70
C 0.89 -2.80 -1.43
C 0.13 -3.98 -1.41
C -1.12 -3.67 -2.02
C -1.06 -2.34 -2.41
C 0.79 -1.57 -4.89
C 1.10 -1.27 -6.21
C 1.83 -0.04 -6.19
C 1.92 0.36 -4.86
H -2.91 0.23 -2.04
H -1.61 -0.51 -1.10
H -1.18 0.10 -3.81
H -0.74 1.68 -3.05
H -2.01 2.11 2.58
H -4.30 1.15 3.75
H -5.62 -0.21 1.79
H -4.09 -0.04 -0.42
H -1.58 4.74 -0.73
H -3.63 6.03 -2.02
H -5.43 4.11 -2.69
H -4.37 1.73 -1.81
H 1.90 -2.63 -1.09
H 0.43 -4.93 -1.00
H -1.98 -4.32 -2.18
H -1.82 -1.73 -2.87
H 0.27 -2.43 -4.48
H 0.82 -1.86 -7.07
H 2.23 0.49 -7.05
H 2.40 1.22 -4.41
C 4.71 1.39 2.79
C 4.40 1.52 1.31
O 5.10 2.37 0.68
O 3.47 0.78 0.85
H 5.71 1.74 3.08
H 4.61 0.35 3.08
H 4.01 1.98 3.41
```

Values from the calculation:
LUMO (spin up / spin down) (Eh): 0.0030 / -0.1343
Calculated total energy (eV): -62795.7638
Multiplicity: 3
Orbital gap (spin up / spin down) (hartree): 0.272 / 0.168
Maximum force (eV Å⁻¹): 5.081
<S²>: 2.010
ΔE to the lowest compared entry with this formula, charge and spin (kJ/mol): 134.88
E_HOMO (spin up / spin down) (eV): -7.33 / -8.24

Mulliken population analysis, charges in e, atoms 1 to 8: -0.1473, -0.7673, -0.2613, 0.4334, 1.9797, -0.5462, -0.5332, -0.8596



(4)
C12H14IN3O2Zr | wB97M-V/def2-TZVPD

Structure (XYZ):
```
33
Properties=species:S:1:pos:R:3
C 3.30 3.91 0.97
C 4.35 2.88 0.56
H 3.05 4.57 0.13
H 3.74 4.56 1.74
H 2.38 3.49 1.38
H 4.01 2.13 -0.17
H 5.18 3.44 0.10
H 4.77 2.38 1.43
C -2.94 0.88 -0.52
C -4.08 0.87 -1.33
C -4.24 -0.13 -2.30
C -3.26 -1.11 -2.41
H -2.77 1.64 0.25
H -4.79 1.67 -1.20
H -5.11 -0.13 -2.95
H -3.33 -1.91 -3.14
N -1.97 -0.05 -0.67
C -2.11 -1.04 -1.61
C -0.98 -1.97 -1.71
N 0.11 -1.67 -0.94
C 1.21 -2.46 -0.96
C 0.15 -3.92 -2.56
C 1.25 -3.60 -1.77
H 2.02 -2.15 -0.30
H 2.14 -4.21 -1.77
C -0.98 -3.11 -2.53
H -1.88 -3.33 -3.09
H 0.15 -4.81 -3.18
Zr 0.03 0.17 0.39
I 1.13 2.29 -1.04
O 0.75 -1.50 3.10
N 0.50 -0.87 2.12
O -0.31 0.33 2.34
```

Values from the calculation:
LUMO (Eh): -0.3507
Calculated total energy (eV): -30601.2687
Multiplicity: 1
Orbital gap (hartree): 0.243
Total charge: +2
Maximum force (eV Å⁻¹): 6.641
ΔE to the lowest compared entry with this formula, charge and spin (kJ/mol): 0.00
E_HOMO (eV): -16.17

Mulliken population analysis, charges in e, atoms 1 to 8: -0.9022, -0.6862, 0.2985, 0.3320, 0.2298, 0.2116, 0.2786, 0.2662



(5)
C5H7NO | wB97M-V/def2-TZVPD

Structure (XYZ):
```
14
Properties=species:S:1:pos:R:3
N -2.35 0.69 0.23
C -1.16 0.26 0.24
O -0.71 -0.79 0.98
C 0.74 -0.75 1.11
C 1.29 0.10 -0.02
C 0.70 -0.23 -1.35
C -0.10 0.77 -0.63
H -2.93 0.16 0.87
H 1.09 -1.79 1.11
H 0.99 -0.30 2.08
H 1.28 1.18 0.15
H 0.16 -1.16 -1.46
H 1.24 0.09 -2.23
H -0.22 1.77 -1.07
```

Values from the calculation:
LUMO (Eh): 0.0382
Calculated total energy (eV): -8833.2718
Multiplicity: 1
Orbital gap (hartree): 0.374
Maximum force (eV Å⁻¹): 2.509
SMILES string: [H]/N=C1\OC[C@H]2C[C@@H]12
ΔE to the lowest compared entry with this formula, charge and spin (kJ/mol): 282.80
E_HOMO (eV): -9.13

Mulliken population analysis, charges in e, atoms 1 to 8: -0.7194, 0.4542, -0.4236, -0.4145, -0.2263, -0.6914, -0.0942, 0.2774



(6)
C3H6OS3 | wB97M-V/def2-TZVPD

Structure (XYZ):
```
13
Properties=species:S:1:pos:R:3
C 0.97 0.51 0.18
C -0.17 1.38 -0.12
C 0.89 -0.84 -0.34
O -2.98 -1.78 0.38
S -1.53 0.89 0.92
S -0.09 -1.98 0.61
S -1.81 -1.09 -0.16
H 1.84 1.04 -0.04
H 0.86 0.30 1.24
H 0.11 2.38 0.15
H -0.56 1.42 -1.16
H 0.61 -0.98 -1.39
H 1.87 -1.25 -0.27
```

Values from the calculation:
LUMO (Eh): -0.0027
Calculated total energy (eV): -37760.1573
Multiplicity: 1
Orbital gap (hartree): 0.325
Maximum force (eV Å⁻¹): 2.706
ΔE to the lowest compared entry with this formula, charge and spin (kJ/mol): 0.00
E_HOMO (eV): -8.92

Mulliken population analysis, charges in e, atoms 1 to 8: -0.5461, -0.6614, -0.7942, -0.5288, -0.1580, -0.0653, 0.4526, 0.4605



Question: The lowest maximum force belongs to which entry?
Answer: C5H7NO



Question: Which formula does entry 4 have?
Answer: C12H14IN3O2Zr



Copy entry 3 word for word.
C29H38N4O2P2Pd | wB97M-V/def2-TZVPD

Structure (XYZ):
```
76
Properties=species:S:1:pos:R:3
Pd 0.50 1.85 -0.89
C 3.17 -2.69 3.37
C 2.67 -2.40 2.16
C 1.28 -2.01 1.72
C 0.82 -0.61 2.16
C 0.25 -0.50 3.55
C 0.34 -1.43 4.52
C 0.87 -2.84 4.47
C 2.41 -2.99 4.63
C 1.16 3.29 0.40
H 4.27 -2.67 3.52
H 3.40 -2.17 1.38
H 0.52 -2.76 1.95
H 1.34 -1.96 0.63
H 1.67 0.10 2.02
H 0.04 -0.26 1.44
H -0.33 0.42 3.74
H -0.08 -1.17 5.49
H 0.53 -3.35 3.57
H 0.43 -3.38 5.33
H 2.80 -2.34 5.44
H 2.57 -4.04 4.96
H 0.97 3.04 1.46
H 0.67 4.23 0.13
H 2.23 3.22 0.13
P -1.69 1.76 -0.50
P 0.74 -0.04 -2.31
N -2.74 1.10 0.82
N -2.78 2.98 -1.08
N 0.15 -1.77 -2.01
N 1.28 -0.57 -4.04
C -1.89 0.38 -1.69
C -0.91 0.59 -2.87
C -2.81 1.53 2.15
C -3.97 1.01 2.73
C -4.67 0.30 1.71
C -3.91 0.39 0.55
C -2.51 4.35 -1.14
C -3.55 4.97 -1.80
C -4.50 3.96 -2.16
C -4.01 2.75 -1.70
C 0.89 -2.80 -1.43
C 0.13 -3.98 -1.41
C -1.12 -3.67 -2.02
C -1.06 -2.34 -2.41
C 0.79 -1.57 -4.89
C 1.10 -1.27 -6.21
C 1.83 -0.04 -6.19
C 1.92 0.36 -4.86
H -2.91 0.23 -2.04
H -1.61 -0.51 -1.10
H -1.18 0.10 -3.81
H -0.74 1.68 -3.05
H -2.01 2.11 2.58
H -4.30 1.15 3.75
H -5.62 -0.21 1.79
H -4.09 -0.04 -0.42
H -1.58 4.74 -0.73
H -3.63 6.03 -2.02
H -5.43 4.11 -2.69
H -4.37 1.73 -1.81
H 1.90 -2.63 -1.09
H 0.43 -4.93 -1.00
H -1.98 -4.32 -2.18
H -1.82 -1.73 -2.87
H 0.27 -2.43 -4.48
H 0.82 -1.86 -7.07
H 2.23 0.49 -7.05
H 2.40 1.22 -4.41
C 4.71 1.39 2.79
C 4.40 1.52 1.31
O 5.10 2.37 0.68
O 3.47 0.78 0.85
H 5.71 1.74 3.08
H 4.61 0.35 3.08
H 4.01 1.98 3.41
```

Values from the calculation:
LUMO (spin up / spin down) (Eh): 0.0030 / -0.1343
Calculated total energy (eV): -62795.7638
Multiplicity: 3
Orbital gap (spin up / spin down) (hartree): 0.272 / 0.168
Maximum force (eV Å⁻¹): 5.081
<S²>: 2.010
ΔE to the lowest compared entry with this formula, charge and spin (kJ/mol): 134.88
E_HOMO (spin up / spin down) (eV): -7.33 / -8.24

Mulliken population analysis, charges in e, atoms 1 to 8: -0.1473, -0.7673, -0.2613, 0.4334, 1.9797, -0.5462, -0.5332, -0.8596